{
  "formula": "C3H3N3",
  "method": "wB97M-V/def2-TZVPD",
  "smiles": "c1cnnnc1",
  "fmax_ev_per_a": 6.7,
  "homo_energy_ev": -9.64,
  "homo_lumo_gap_ev": 9.444,
  "relative_energy_ev": 3.199,
  "elements": ["C", "C", "C", "H", "H", "H", "N", "N", "N"],
  "xyz": [[-0.30401, 1.31306, 0.03250], [-1.35408, 0.37331, -0.11985], [1.12025, 0.79395, -0.04230], [-0.46159, 2.33201, 0.47467], [-2.42252, 0.42783, -0.28293], [1.70204, 1.61321, 0.16060], [-0.97478, -0.95920, 0.06991], [0.26474, -1.29106, 0.10726], [1.33991, -0.50044, -0.11637]],
  "forces_ev_per_angstrom": [[0.304, -1.436, 0.691], [3.030, -0.691, 0.627], [-6.700, -0.395, 0.564], [0.065, -0.825, -1.258], [0.114, 0.798, 0.225], [2.851, 0.992, -0.148], [0.286, 1.794, -0.749], [0.363, -1.324, -0.309], [-0.312, 1.087, 0.356]],
  "mulliken_charge": [-0.253, -0.188, 0.076, 0.282, 0.426, 0.373, -0.160, -0.289, -0.266]
}